The following is a DFT calculation (ωB97M-V/def2-TZVPD) of a 9-piece molecular cluster, C44H110N8O9 overall at a distorted geometry.

Results
E_HOMO: -0.31333 hartree
E_LUMO: 0.0192 hartree
energy: -2857.39718 Ha
Kohn-Sham gap: 9.05 eV
SMILES: CC1(C)CCCC(C)(C)N1O.CC1(C)CCCC(C)(C)N1O.COC[C@H](C)N.COC[C@H](C)N.COC[C@H](C)N.COC[C@H](C)N.COC[C@H](C)N.COC[C@H](C)N.CCO

Last column: Mulliken charge in e.
Element x y z (Å)
C1 6.36078 -3.32850 -3.93225  -1.9370
C2 5.34604 -2.36792 -3.38252  2.0314
C3 5.99583 -0.98669 -3.11383  -1.7798
C4 4.17253 -2.05776 -4.31660  -1.3580
C5 3.27549 -3.26131 -4.53310  -0.8718
C6 2.76441 -3.77634 -3.17233  -0.2880
C7 3.87498 -4.11809 -2.17893  1.6944
C8 3.25452 -4.35517 -0.79087  -1.7345
C9 4.56362 -5.47894 -2.54475  -1.8490
N1 4.75541 -2.91400 -2.06692  0.7837
O1 5.77783 -3.07775 -1.09180  -0.5768
H1 5.91596 -4.26577 -4.21155  0.3528
H2 6.80653 -2.89666 -4.81184  0.4492
H3 7.26135 -3.57006 -3.33040  0.4207
H4 5.79003 -0.33352 -3.99094  0.3328
H5 5.52179 -0.54732 -2.19041  0.2058
H6 7.05216 -1.05517 -2.98125  0.4259
H7 3.52917 -1.29864 -3.90273  0.0409
H8 4.50344 -1.67137 -5.23603  0.6345
H9 2.36972 -2.94997 -5.14781  0.4507
H10 3.79467 -4.10616 -5.08098  0.3330
H11 2.09982 -4.69802 -3.27560  0.4752
H12 2.11833 -2.98120 -2.75167  -0.4670
H13 2.41595 -5.07762 -0.82839  0.5137
H14 2.95642 -3.40575 -0.32993  -0.1319
H15 3.93007 -4.85952 -0.10528  0.3983
H16 4.00490 -6.29864 -2.08128  0.4749
H17 5.55930 -5.59146 -2.14616  0.3416
H18 4.61295 -5.73587 -3.62345  0.3473
H19 6.40267 -3.64232 -1.56404  0.3445
C10 -2.45560 0.81532 -2.15150  -1.6152
C11 -2.61204 1.99090 -3.11781  2.6459
C12 -4.08408 2.16438 -3.38874  -2.2873
C13 -1.96058 3.29845 -2.49327  -1.5482
C14 -0.43562 3.27600 -2.50943  2.1556
C15 0.05736 3.06251 -3.89439  -1.9729
C16 -0.44942 1.68373 -4.49973  2.0638
C17 -0.17139 1.59134 -6.03031  -1.9469
C18 0.26669 0.51096 -3.79207  -0.2771
N2 -1.93741 1.72910 -4.42527  0.0149
O2 -2.37527 0.54035 -5.11850  -0.5196
H20 -3.05467 0.91109 -1.24332  0.5288
H21 -2.77162 -0.09159 -2.63001  0.9327
H22 -1.42976 0.72226 -1.80960  -0.6219
H23 -4.49760 1.27103 -3.85241  0.3624
H24 -4.58726 2.38176 -2.43838  0.2190
H25 -4.25720 2.95573 -4.11253  0.5407
H26 -2.23046 4.10944 -3.11864  0.6192
H27 -2.30463 3.37318 -1.46822  -0.2552
H28 -0.11918 4.19090 -2.05625  0.8374
H29 -0.04646 2.49823 -1.84684  -1.6696
H30 1.17144 3.10979 -3.94946  0.3877
H31 -0.31243 3.90569 -4.50696  0.3939
H32 -0.96777 2.11947 -6.58989  0.4373
H33 -0.09080 0.62266 -6.44704  0.3539
H34 0.74704 2.13349 -6.34356  0.4294
H35 0.57481 0.63180 -2.73593  -1.1892
H36 1.21093 0.24728 -4.34000  0.6779
H37 -0.40170 -0.37661 -3.82858  0.0388
H38 -2.26670 -0.21636 -4.54269  0.3633
C19 0.46157 -0.85709 5.33441  -0.2767
O3 -0.62824 -0.23993 5.98008  -0.4988
C20 -1.39192 0.63234 5.12761  -0.2022
C21 -0.86163 2.05788 5.00428  1.0592
C22 -1.01623 2.79014 6.34780  -1.6210
N3 -1.72329 2.72891 4.02045  -0.4621
H39 0.96006 -0.06068 4.81260  0.1766
H40 0.19041 -1.62370 4.62027  0.0419
H41 1.16218 -1.31975 6.05517  0.2970
H42 -1.43240 0.27515 4.07157  -0.3674
H43 -2.37080 0.65919 5.59254  0.5279
H44 0.21943 2.01635 4.74883  -0.0231
H45 -2.08826 2.61555 6.51284  0.3340
H46 -0.76887 3.81624 6.17322  0.4772
H47 -0.29438 2.32984 7.05584  0.2909
H48 -1.71554 2.19398 3.15410  -0.0550
H49 -1.27843 3.59031 3.76988  0.1946
C23 -2.69650 6.22774 -0.54654  -0.6670
O4 -3.06319 5.30273 0.41306  0.1997
C24 -4.33843 5.51784 0.95613  -1.0519
C25 -4.76091 4.39787 1.85763  0.6491
C26 -4.62107 3.02836 1.25764  -0.8785
N4 -6.08514 4.58656 2.44456  -0.6497
H50 -3.61879 6.42163 -1.19110  0.3639
H51 -1.93210 5.67849 -1.09892  -0.0307
H52 -2.42943 7.18430 -0.12914  0.2908
H53 -4.25466 6.48490 1.56817  0.2461
H54 -5.10757 5.63780 0.15983  0.3623
H55 -3.98617 4.44113 2.65711  0.1075
H56 -3.59168 2.86666 0.91846  -0.2127
H57 -5.22950 2.93924 0.37414  0.4539
H58 -4.88305 2.28453 2.02511  0.3427
H59 -6.19950 5.42867 3.05984  0.2638
H60 -6.88312 4.54541 1.81333  0.2355
C27 -4.57322 -1.80389 0.64301  -0.1719
O5 -4.24699 -2.61174 -0.47127  -0.6114
C28 -2.86607 -2.64934 -0.59510  1.7734
C29 -2.36594 -3.59867 -1.68079  0.1698
C30 -0.82441 -3.59485 -1.72458  -0.9713
N5 -2.92207 -3.24510 -3.03814  -0.5604
H61 -5.66246 -1.67435 0.73809  0.3690
H62 -4.24531 -0.77613 0.49151  -0.0997
H63 -4.15156 -2.19036 1.54022  0.0875
H64 -2.61701 -1.61961 -0.89473  -0.7880
H65 -2.37409 -2.89344 0.32931  -0.6103
H66 -2.70054 -4.64410 -1.43773  0.3935
H67 -0.49996 -4.03540 -0.78514  0.1659
H68 -0.51086 -2.50810 -1.99531  -0.2376
H69 -0.61710 -4.29537 -2.49729  0.6352
H70 -2.63909 -3.98491 -3.71508  0.2527
H71 -3.91517 -3.37323 -2.87778  0.3107
C31 2.48134 3.77842 -0.86992  -0.6695
O6 1.62012 3.91239 0.25988  0.0805
C32 1.86517 5.15215 0.88082  -0.9941
C33 1.07816 5.24440 2.17676  0.4016
C34 1.50655 4.14047 3.11850  -1.2861
N6 -0.40379 5.29750 2.07957  -0.4452
H72 2.43275 4.61340 -1.58227  0.3657
H73 2.07763 2.90307 -1.48326  -0.4015
H74 3.44838 3.48811 -0.49496  0.4727
H75 2.95052 5.23750 1.20944  0.3409
H76 1.69607 5.92482 0.14127  0.4304
H77 1.44654 6.19863 2.58792  0.4181
H78 1.16118 4.19152 4.14392  0.2404
H79 2.55641 4.28796 3.16757  0.6809
H80 1.15146 3.15682 2.72238  0.1066
H81 -0.71860 4.36912 1.79587  -0.2544
H82 -0.71893 5.87151 1.30638  0.2835
C35 -2.26878 -2.50677 4.87019  -0.4159
O7 -1.81490 -3.83126 5.08803  -0.4062
C36 -2.30405 -4.67666 4.08543  -0.8243
C37 -1.41506 -4.52669 2.82097  2.5126
C38 -1.93228 -5.28458 1.64643  -2.0064
N7 -0.03054 -4.92046 3.04897  -0.5019
H83 -1.80846 -2.02954 4.00666  -0.0263
H84 -1.95729 -1.93033 5.75822  0.2461
H85 -3.34275 -2.42029 4.88958  0.4652
H86 -2.32598 -5.74193 4.43203  0.2967
H87 -3.38017 -4.42327 3.87790  0.3214
H88 -1.40033 -3.50521 2.51720  -1.3977
H89 -2.96058 -4.97020 1.35250  0.3102
H90 -1.98219 -6.33462 1.93794  0.5805
H91 -1.43941 -5.24043 0.70187  0.4279
H92 0.08743 -5.92872 2.88028  0.2167
H93 0.27312 -4.66187 3.99209  0.3004
C39 2.60059 -0.04639 -1.09048  -0.6929
O8 1.31320 0.41370 -0.52581  1.2267
C40 1.46159 0.56244 0.90118  -0.7259
C41 0.05661 0.76273 1.45650  2.6764
C42 -0.79625 -0.51097 1.20312  -0.2204
N8 -0.61478 1.94064 0.93588  1.8984
H94 3.51563 0.52687 -0.90747  0.2956
H95 2.41305 -0.18109 -2.17295  -0.2978
H96 2.73599 -1.06416 -0.74528  0.0158
H97 1.90313 -0.31217 1.35186  -0.9089
H98 2.09014 1.47481 1.11325  0.0967
H99 0.16653 0.80045 2.57099  -1.3719
H100 -1.74264 -0.40867 1.77624  0.2729
H101 -0.22783 -1.34048 1.59073  -0.0355
H102 -1.07399 -0.60464 0.13986  -0.6825
H103 0.06283 2.61900 0.60221  -0.7368
H104 -1.22060 1.70039 0.14061  -1.0340
C43 4.25342 -1.99843 2.18410  -0.7897
C44 3.13473 -2.43966 3.13160  -0.4160
O9 1.85177 -2.39137 2.41874  0.2713
H105 4.47244 -2.63253 1.31525  0.0683
H106 5.16978 -1.86134 2.76176  0.4666
H107 3.96849 -1.00888 1.86335  0.1095
H108 3.08097 -1.67745 3.93583  0.1636
H109 3.33194 -3.40830 3.64086  0.4778
H110 1.45826 -3.28424 2.38688  -0.1791

Force components x, y, z for each atom (eV/Å):
0.8 -0.4 -0.6
-0.4 0.7 1.9
-1.4 0.3 0.5
-0.7 -1.8 0.8
-1.0 -1.1 -0.7
-0.9 -0.4 -0.3
0.5 -0.6 0.5
-0.3 -0.1 0.2
-0.5 -0.2 -0.7
-0.6 0.8 -1.0
-0.4 -0.2 -0.9
-0.1 -0.3 -0.2
0.1 0.2 -0.6
-0.7 0.4 0.3
0.2 -0.3 0.7
0.5 -0.3 -1.0
0.8 0.0 0.3
0.0 0.5 0.6
0.8 0.4 -1.3
1.1 -0.5 0.6
-0.5 1.0 0.4
0.8 1.1 0.0
0.3 -0.3 0.1
0.1 0.6 -0.3
-0.2 -0.3 -0.1
0.5 0.2 0.0
-0.1 0.2 -0.1
0.5 0.2 0.2
-0.1 0.4 0.5
0.5 -0.2 0.4
0.4 0.5 0.4
1.0 -0.2 0.2
-0.2 0.3 -0.1
0.2 -2.3 -0.6
-0.7 -1.1 0.9
0.6 -0.3 -1.5
0.4 1.3 -0.1
0.3 2.3 -0.2
0.3 -0.9 -0.1
0.7 -0.4 -0.1
-0.8 1.1 0.3
-0.3 0.2 -0.1
-0.1 -0.7 -0.2
0.2 -0.2 -0.1
0.0 -0.2 0.2
-0.1 0.0 -0.3
0.0 0.3 0.1
-0.8 1.1 -0.3
-0.4 0.3 0.1
0.5 0.8 0.1
-0.1 -0.1 0.1
-0.7 -0.2 0.0
0.1 -0.4 -0.1
0.2 -0.3 0.4
-0.1 -1.2 0.0
-0.2 -0.3 0.6
-0.5 0.3 -0.5
-0.8 0.2 0.3
0.6 0.3 0.0
0.1 -0.5 0.5
0.5 0.4 0.3
-0.4 0.2 0.0
0.8 -0.3 -0.3
0.1 0.0 0.6
0.4 -1.6 -1.0
0.5 -0.8 0.1
0.9 0.1 -0.5
-0.3 -0.2 -0.3
-0.6 0.4 -0.1
-0.2 -0.4 0.7
-0.4 0.0 -0.3
-0.4 0.0 -0.2
0.4 0.5 0.9
-0.1 0.8 0.3
-0.9 0.4 0.0
-0.1 0.1 -0.1
0.0 0.8 -0.1
-1.7 -0.5 -1.3
-0.3 -1.1 0.8
-0.2 1.8 0.1
0.9 0.2 1.5
0.4 -0.3 0.1
-0.3 1.0 1.0
1.3 -0.1 0.2
0.2 0.9 -0.3
0.6 0.5 0.2
-0.6 -1.0 -0.7
0.4 0.2 0.1
-0.8 -0.2 0.1
-0.1 0.0 0.2
-0.6 -0.3 -0.4
0.0 0.1 -0.4
0.4 -1.2 -1.0
0.5 0.0 -0.1
-1.3 0.8 -1.0
-1.2 -0.6 0.6
0.5 0.8 -1.9
-0.2 -0.6 -0.5
-1.7 1.8 -0.1
0.4 -0.6 0.9
0.3 -0.7 -0.1
0.6 0.2 0.0
0.4 -0.4 0.9
0.7 -0.2 0.1
0.3 -0.1 0.7
0.2 0.7 0.1
0.7 0.6 0.1
0.0 -2.0 0.7
0.8 -0.3 -0.8
-0.3 0.7 0.7
-0.3 0.2 -0.6
-1.7 -2.2 -0.9
0.4 0.3 -0.8
1.0 -0.7 0.8
-1.1 1.2 0.1
-0.9 -0.6 -0.5
0.7 -0.5 -0.3
0.4 0.2 0.6
0.6 0.9 0.9
0.8 0.4 -0.3
-0.8 -0.2 -0.6
-0.4 0.6 0.1
-0.4 -0.1 0.2
-0.5 0.5 0.1
1.2 -0.8 0.1
0.8 0.6 0.2
-0.1 0.0 0.2
0.1 0.3 0.1
0.8 0.6 1.8
-0.3 0.0 0.0
-0.6 -0.6 -0.9
0.0 -0.4 0.1
-2.2 -0.9 0.0
0.6 -0.2 0.2
-0.2 -0.1 -0.3
0.1 -0.3 -0.5
-0.6 -0.3 -0.5
0.4 0.8 -0.1
0.8 -0.1 -0.1
0.0 1.2 0.1
0.4 -0.2 0.6
-0.2 -0.3 -0.2
1.1 0.3 -0.3
0.0 0.7 0.4
-0.2 -0.3 -0.3
-2.0 -0.8 -0.6
2.4 0.0 0.1
-0.5 1.4 -0.7
-0.1 -1.1 0.4
-0.5 1.4 0.2
-0.5 0.1 -0.2
-0.5 0.4 0.2
0.3 0.5 0.5
0.4 -0.2 0.4
0.2 -0.4 0.0
-0.4 -0.7 -0.1
0.0 0.4 -0.6
0.4 -0.2 -0.3
0.0 -0.6 -0.1
0.4 -0.1 0.5
0.0 0.0 0.0
0.5 0.1 0.5
0.0 -0.2 0.6
-0.4 0.2 -0.3
0.8 -0.7 0.7
-0.3 0.0 0.3
0.1 -0.1 0.0
0.0 0.3 -0.5
-0.1 -0.4 -0.3
-0.3 0.4 -0.6
0.1 0.2 0.1